Entry a
Molecular formula: H38O19
Method: DFT, ωB97M-V/def2-TZVPD

Structure (XYZ):
```
57
Properties=species:S:1:pos:R:3
O -2.403 0.257 3.172
H -2.177 0.285 2.237
H -1.581 0.082 3.635
O -1.290 0.364 -0.340
H -0.509 -0.170 -0.450
H -2.200 0.301 -0.662
O 1.223 -4.239 -0.530
H 1.401 -3.526 0.092
H 1.337 -5.061 -0.045
O -1.409 0.607 -3.302
H -0.780 1.101 -3.844
H -1.099 0.890 -2.427
O -3.856 0.222 -2.210
H -4.317 -0.580 -2.482
H -3.188 0.281 -2.922
O 1.723 -0.617 3.846
H 2.444 -0.513 3.217
H 1.224 0.185 3.588
O 1.990 -1.316 0.984
H 1.381 -1.757 1.590
H 1.451 -0.826 0.343
O -0.255 2.658 0.654
H 0.661 2.402 0.765
H -0.627 1.813 0.334
O 0.566 4.304 -1.267
H 1.225 4.962 -1.012
H 0.347 4.628 -2.147
O -2.792 3.382 1.229
H -2.177 3.466 0.493
H -2.263 2.871 1.850
O -0.478 -2.111 2.789
H -0.692 -2.943 3.222
H 0.204 -1.717 3.357
O -3.897 0.041 0.477
H -4.152 0.239 1.386
H -4.450 0.630 -0.042
O 4.638 1.596 -1.899
H 3.854 2.144 -1.903
H 4.818 1.218 -1.035
O -3.973 -3.292 0.775
H -3.775 -3.266 -0.170
H -3.407 -2.548 1.025
O 1.016 1.952 3.184
H 0.764 2.566 2.486
H 1.903 2.159 3.489
O 1.803 0.664 -4.036
H 1.965 -0.277 -4.161
H 2.555 0.967 -3.514
O 0.545 -3.761 -3.235
H -0.411 -3.804 -3.301
H 0.762 -4.293 -2.453
O 4.521 0.540 1.446
H 5.031 -0.110 1.928
H 3.774 0.178 0.963
O 0.792 -1.041 -1.387
H 1.162 -0.353 -1.958
H 1.075 -1.835 -1.823
```

For the HOMO-LUMO gap, the calculation gives 10.13 eV. The calculation puts the highest occupied orbital energy at -10.500 eV.


Entry b
Molecular formula: H38O19
Method: DFT, ωB97M-V/def2-TZVPD

Structure (XYZ):
```
57
Properties=species:S:1:pos:R:3
O 1.055 3.195 2.753
H 0.652 2.781 3.516
H 0.523 3.209 1.964
O -1.352 1.689 -2.899
H -1.759 1.371 -2.091
H -2.002 2.006 -3.523
O -1.884 1.944 2.058
H -1.381 1.906 1.238
H -2.125 2.885 1.980
O 3.156 2.936 -0.537
H 3.772 2.938 0.208
H 2.462 2.442 -0.069
O 0.152 1.024 -0.638
H 0.364 0.396 -1.330
H 0.085 1.896 -1.040
O -0.300 -2.425 2.716
H -1.237 -2.325 2.499
H -0.083 -1.590 3.137
O 2.233 -3.061 2.595
H 1.887 -3.276 3.470
H 1.722 -3.699 2.093
O 1.414 4.137 -2.289
H 0.763 4.395 -1.635
H 1.906 3.378 -1.944
O 3.331 -1.532 -0.168
H 3.015 -2.432 -0.312
H 2.555 -0.970 -0.193
O -3.309 3.612 0.531
H -3.087 2.975 -0.158
H -2.853 4.398 0.194
O -1.348 -0.831 -1.833
H -1.784 -1.640 -1.549
H -2.082 -0.425 -2.302
O 3.801 -0.437 2.412
H 4.302 -1.050 1.883
H 2.949 -0.734 2.723
O -3.067 -3.620 2.074
H -2.645 -3.928 1.266
H -3.994 -3.476 1.879
O 0.124 -0.200 1.432
H -0.092 0.596 0.925
H 0.851 -0.408 0.825
O -0.267 -2.417 -4.190
H -0.429 -1.904 -4.990
H 0.697 -2.331 -4.184
O -2.800 -3.245 -0.810
H -3.481 -2.562 -0.769
H -3.279 -3.974 -1.224
O 1.886 -1.747 -2.696
H 1.160 -1.476 -2.121
H 2.515 -1.075 -2.398
O 0.586 -3.680 -0.379
H 0.223 -4.019 0.452
H 0.177 -2.805 -0.348
O -1.547 4.588 0.688
H -0.977 4.103 1.292
H -1.157 4.496 -0.180
```

For the HOMO-LUMO gap, the calculation gives 9.51 eV. The calculation puts the highest occupied orbital energy at -10.350 eV.


Stability ranking, top and bottom: entry a is the most stable and entry b is the least stable.


Entry a
Molecular formula: H38O19
Method: DFT, ωB97M-V/def2-TZVPD

Structure (XYZ):
```
57
Properties=species:S:1:pos:R:3
O 4.886 1.053 1.395
H 4.348 0.897 2.171
H 4.508 1.836 0.995
O -1.722 2.790 -3.240
H -2.313 2.043 -3.150
H -2.295 3.525 -3.455
O 4.102 -2.195 -3.204
H 4.428 -1.297 -3.155
H 3.414 -2.238 -2.540
O -0.051 -1.338 3.758
H -0.887 -1.412 3.299
H 0.413 -2.147 3.545
O 5.046 0.148 -1.553
H 5.091 0.833 -2.220
H 4.897 0.620 -0.734
O 0.258 3.464 -1.375
H 0.524 4.186 -1.943
H -0.341 2.945 -1.912
O 0.713 2.398 4.098
H 1.615 2.438 3.782
H 0.178 2.517 3.313
O -1.361 2.140 2.365
H -2.245 2.497 2.272
H -1.354 1.367 1.801
O 1.207 -2.154 -0.922
H 1.691 -1.775 -0.189
H 1.476 -3.072 -0.939
O -4.695 0.726 2.682
H -4.722 1.376 1.981
H -4.659 -0.116 2.227
O 0.378 -2.032 -3.506
H 0.418 -1.911 -2.558
H -0.557 -2.010 -3.712
O -4.131 2.860 0.974
H -4.296 2.266 0.241
H -3.739 3.634 0.571
O -0.218 0.244 5.942
H 0.213 -0.199 5.210
H -0.584 -0.465 6.470
O 4.642 -1.796 0.279
H 4.707 -1.328 -0.553
H 5.488 -2.235 0.374
O 2.175 -4.724 -0.597
H 2.464 -4.940 0.290
H 1.644 -5.474 -0.865
O -0.282 0.003 0.178
H 0.034 -0.647 -0.450
H 0.455 0.140 0.773
O -2.566 0.179 -1.452
H -2.075 -0.063 -2.238
H -1.894 0.334 -0.788
O -5.373 0.366 -0.461
H -4.437 0.441 -0.645
H -5.636 -0.451 -0.884
O -2.658 -1.398 -4.113
H -2.996 -2.127 -3.593
H -3.329 -0.720 -4.039
```

For the HOMO-LUMO gap, the calculation gives 9.57 eV. The calculation puts the highest occupied orbital energy at -9.997 eV.


Entry b
Molecular formula: H38O19
Method: DFT, ωB97M-V/def2-TZVPD

Structure (XYZ):
```
57
Properties=species:S:1:pos:R:3
O -3.752 1.295 1.922
H -3.924 1.071 0.964
H -3.005 1.783 2.192
O -1.025 4.135 3.063
H -0.338 3.508 2.724
H -1.718 3.427 3.109
O 1.956 -1.023 -0.013
H 2.281 -0.153 0.325
H 1.666 -1.525 0.828
O 4.246 0.410 1.902
H 3.676 0.926 1.387
H 4.926 0.082 1.324
O -1.219 -1.498 0.830
H -0.786 -0.830 1.354
H -0.600 -1.626 0.110
O -2.697 3.670 -1.376
H -3.148 4.203 -0.729
H -2.272 2.845 -1.191
O 2.173 0.120 -4.685
H 2.346 0.974 -4.394
H 1.461 -0.351 -4.345
O 1.233 1.357 -0.233
H 1.989 1.979 -0.352
H 1.034 0.895 -1.059
O -1.608 -3.907 -1.051
H -1.706 -3.811 -1.950
H -1.993 -3.420 -0.426
O -1.379 1.276 3.362
H -0.491 0.976 3.117
H -1.482 0.850 4.239
O -2.758 -2.127 -2.459
H -3.069 -1.468 -3.062
H -3.198 -1.990 -1.669
O 0.463 -2.927 -3.216
H -0.300 -3.623 -3.251
H 1.040 -3.211 -3.973
O 2.357 4.697 -1.312
H 1.621 4.408 -2.030
H 1.667 5.011 -0.763
O -2.805 1.035 -2.403
H -2.541 1.779 -3.102
H -3.583 1.588 -2.100
O 1.464 2.265 3.087
H 1.842 2.769 3.829
H 2.193 2.078 2.488
O 4.326 -0.607 -0.612
H 4.347 -1.579 -0.580
H 5.215 -0.501 -0.386
O -4.026 -1.326 2.746
H -4.009 -0.417 3.035
H -3.447 -1.431 2.035
O 1.575 -3.706 1.662
H 1.017 -2.886 1.821
H 0.934 -3.998 0.980
O 1.480 -3.453 -0.951
H 1.663 -2.598 -1.350
H 0.613 -3.529 -1.560
```

For the HOMO-LUMO gap, the calculation gives 9.47 eV. The calculation puts the highest occupied orbital energy at -9.998 eV.


Stability ranking, top and bottom: entry a is the most stable and entry b is the least stable.